Entry i
Density functional theory data (wB97M-V/def2-TZVPD) for a 2-piece molecular cluster, C5H7FS2 overall.

As for the SMILES: SC1=C[C@H]1S.C=CF. Its spin multiplicity is 1. For the orbital gap, the calculation gives 9.054 eV.

Last columns: bonded neighbours and bond lengths (Å).
Positions of all 15 atoms, in Å:
1 C -1.564 0.590 0.262  C2 1.298, C3 1.470, S7 1.799
2 C -0.853 -0.316 0.860  C1 1.298, C3 1.513, H9 1.037
3 C -1.479 -0.684 -0.467  C1 1.470, C2 1.513, S8 1.872, H10 1.094
4 C 2.049 1.127 0.889  C5 1.331, H11 1.115, H12 1.076
5 C 1.838 0.437 -0.229  C4 1.331, F6 1.352, H14 1.005
6 F 1.011 0.930 -1.178  C5 1.352
7 S -2.499 2.127 0.236  C1 1.799, H13 1.469
8 S -3.087 -1.634 -0.339  C3 1.872, H15 1.362
9 H -0.741 -1.082 1.551  C2 1.037
10 H -0.886 -1.023 -1.322  C3 1.094
11 H 1.654 2.154 1.072  C4 1.115
12 H 2.568 0.647 1.701  C4 1.076
13 H -1.565 2.625 1.255  S7 1.469
14 H 2.228 -0.468 -0.429  C5 1.005
15 H -3.415 -1.043 0.843  S8 1.362

Charges in e, computed with Löwdin, in the same order as the atoms:
1 C -0.7032
2 C -0.0810
3 C -0.6166
4 C 0.0292
5 C -0.2198
6 F 0.0009
7 S 0.7314
8 S 0.6632
9 H 0.0897
10 H 0.0809
11 H 0.0819
12 H 0.0533
13 H -0.0527
14 H 0.0737
15 H -0.1309

***

Entry ii
Density functional theory data (wB97M-V/def2-TZVPD) for one molecule with the formula C5H7FS2.

As for the SMILES: C[C@@H](CF)C(=S)C=S. Its spin multiplicity is 1. For the orbital gap, the calculation gives 7.579 eV.

Last columns: bonded neighbours and bond lengths (Å).
Positions of all 15 atoms, in Å:
1 C 1.595 -0.733 -0.182  C2 1.529, H6 1.068, H7 1.099, H8 1.088
2 C 0.273 -0.115 0.275  C1 1.529, C3 1.499, C4 1.507, H9 1.092
3 C 0.379 1.360 0.519  C2 1.499, H10 1.113, H11 1.124, F13 1.373
4 C -0.826 -0.306 -0.738  C2 1.507, C5 1.477, S14 1.630
5 C -2.207 -0.408 -0.227  C4 1.477, H12 1.086, S15 1.612
6 H 2.193 -0.887 0.689  C1 1.068
7 H 2.125 -0.136 -0.937  C1 1.099
8 H 1.362 -1.724 -0.566  C1 1.088
9 H -0.089 -0.592 1.189  C2 1.092
10 H -0.597 1.839 0.758  C3 1.113
11 H 0.966 1.926 -0.254  C3 1.124
12 H -2.871 0.260 -0.769  C5 1.086
13 F 1.047 1.484 1.712  C3 1.373
14 S -0.630 -0.502 -2.345  C4 1.630
15 S -2.721 -1.465 0.877  C5 1.612

Charges in e, computed with Löwdin, in the same order as the atoms:
1 C -0.0756
2 C -0.4121
3 C -0.1926
4 C -0.8109
5 C -0.7111
6 H 0.0726
7 H 0.0865
8 H 0.0742
9 H 0.1204
10 H 0.1368
11 H 0.1478
12 H 0.0530
13 F -0.0421
14 S 0.8068
15 S 0.7464

***

Energetically preferred structure: entry ii | next structure: +314.4 kJ/mol

***

Entry i
Density functional theory data (wB97M-V/def2-TZVPD) for a 2-piece molecular cluster, C2H2FOP overall.

Its spin multiplicity is 1. For the orbital gap (alpha / beta), the calculation gives 8.081 / 6.142 eV.

Last columns: bonded neighbours and bond lengths (Å).
Positions of all 7 atoms, in Å:
1 C 1.450 -0.509 -0.220  C2 1.249, H6 0.979
2 C 0.898 0.227 -1.066  C1 1.249, O3 1.194
3 O 0.529 0.740 -2.079  C2 1.194
4 F -2.429 -0.317 0.748  P5 1.411
5 P -1.035 -0.487 0.610  F4 1.411, H7 1.530
6 H 1.667 -0.543 0.734  C1 0.979
7 H -1.081 0.890 1.275  P5 1.530

Charges in e, computed with Löwdin, in the same order as the atoms:
1 C 0.0187
2 C -0.5052
3 O 0.0684
4 F -0.3692
5 P 0.8524
6 H -0.0316
7 H -0.0336

***

Entry ii
Density functional theory data (wB97M-V/def2-TZVPD) for one molecule with the formula C2H2FOP.

As for the SMILES: [H]/P=C/C(=O)F. Its spin multiplicity is 1. For the orbital gap, the calculation gives 9.378 eV.

Last columns: bonded neighbours and bond lengths (Å).
Positions of all 7 atoms, in Å:
1 C -1.017 -0.005 -0.104  C2 1.443, P5 1.664, H6 1.243
2 C -2.438 -0.237 0.003  C1 1.443, O3 1.187, F4 1.365
3 O -3.022 -1.271 -0.020  C2 1.187
4 F -3.266 0.847 0.020  C2 1.365
5 P -0.319 1.503 -0.011  C1 1.664, H7 1.455
6 H -0.538 -1.149 -0.193  C1 1.243
7 H 1.095 1.283 -0.270  P5 1.455

Charges in e, computed with Löwdin, in the same order as the atoms:
1 C -0.4710
2 C -0.6244
3 O 0.1344
4 F 0.0350
5 P 0.8963
6 H 0.1490
7 H -0.1194

***

Entry iii
Density functional theory data (wB97M-V/def2-TZVPD) for a 2-piece molecular cluster, C2H2FOP overall.

Its spin multiplicity is 1. For the orbital gap (alpha / beta), the calculation gives 7.166 / 7.367 eV.

Last columns: bonded neighbours and bond lengths (Å).
Positions of all 7 atoms, in Å:
1 C -0.241 0.086 -0.642  C2 1.399, P5 1.760
2 C 0.865 -0.162 0.178  C1 1.399, P5 1.974, H6 1.088, H7 1.084
3 O -1.019 1.338 -2.180  no bonds
4 F -1.647 0.110 1.484  P5 1.623
5 P -0.873 -1.001 0.589  C1 1.760, C2 1.974, F4 1.623
6 H 1.488 -1.023 -0.054  C2 1.088
7 H 1.427 0.651 0.624  C2 1.084

Charges in e, computed with Löwdin, in the same order as the atoms:
1 C -0.2585
2 C -0.2608
3 O -0.2993
4 F -0.3238
5 P 0.9661
6 H 0.0860
7 H 0.0904

***

Energetically preferred structure: entry ii | next structure: +413.5 kJ/mol